Record 1
# C5H28N2O8

A 9-piece molecular cluster, C5H28N2O8 overall (wB97M-V/def2-TZVPD, the Open Molecules 2025 dataset).

Calculated values
E_HOMO   -7.96 eV
SMILES string   CCC/C(N)=C/N.O.O.O.O.O.O.O.O
Gap between HOMO and LUMO   8.31 eV
DFT total energy   -24999.6262 eV

Geometry (Å):
O: 1.97 0.91 -3.08
O: 0.71 -3.56 -1.19
O: -3.19 0.00 -1.52
O: 4.20 -0.60 0.76
O: 3.36 1.46 -0.81
O: -1.86 -2.48 -1.87
O: -3.81 1.70 0.62
O: -1.09 -2.79 1.48
N: -0.04 -0.22 -1.37
N: -1.04 2.32 -0.29
C: 0.24 0.30 -0.09
C: 0.24 1.96 1.78
C: -0.12 1.48 0.41
C: -0.29 1.05 2.90
C: 0.73 -0.01 3.39
H: -2.85 1.69 0.48
H: -0.15 -1.21 -1.27
H: 3.03 0.78 -0.21
H: -0.78 3.30 -0.34
H: -2.16 -1.62 -1.52
H: -0.83 0.12 -1.89
H: -0.40 -2.20 1.16
H: -1.07 2.03 -1.26
H: -1.24 0.62 2.62
H: 4.98 -0.05 0.65
H: -1.24 -3.51 0.86
H: 1.32 2.17 1.90
H: -3.97 0.10 -2.09
H: 0.92 -0.26 0.53
H: 4.49 -1.30 1.35
H: 1.67 0.08 2.85
H: -0.10 -3.36 -1.68
H: 1.42 -3.11 -1.66
H: 2.65 2.08 -0.98
H: 0.87 0.20 4.45
H: 1.39 0.29 -2.60
H: -3.61 0.40 -0.72
H: 2.78 1.02 -2.56
H: 0.01 3.02 1.98
H: 0.40 -1.04 3.28
H: -0.51 1.67 3.77
H: -3.87 1.67 1.58
H: -2.56 -2.89 -2.37



Record 2
# C5H28N2O9

A 9-piece molecular cluster, C5H28N2O9 overall (wB97M-V/def2-TZVPD, the Open Molecules 2025 dataset).

Calculated values
E_HOMO   -9.47 eV
SMILES string   CC(=O)NCCCN.O.O.O.O.O.O.O.O
Gap between HOMO and LUMO   9.58 eV
DFT total energy   -27046.8539 eV

Geometry (Å):
O: 1.82 0.57 -0.95
O: -0.94 -3.31 2.85
O: 4.44 1.36 -0.57
O: -1.29 2.19 -3.18
O: -1.64 3.35 0.34
O: 1.13 3.08 3.18
O: -0.32 0.50 2.21
O: -3.38 -0.30 1.98
O: 1.02 2.68 0.65
N: 0.27 -2.85 -3.31
N: -0.98 -0.14 0.18
C: -1.33 -1.27 -0.65
C: -1.04 -1.14 -2.15
C: 0.82 -1.39 1.33
C: 0.36 -1.55 -2.58
C: -0.18 -0.32 1.30
H: 1.35 -1.27 2.26
H: 1.18 -3.08 -3.68
H: -1.26 2.96 -0.46
H: -1.58 -3.94 2.50
H: -1.24 -0.10 -2.50
H: 0.72 -0.80 -3.29
H: -0.73 -3.47 3.77
H: -0.58 1.55 -2.91
H: 1.37 3.54 0.90
H: -1.69 0.59 0.23
H: 1.54 -1.40 0.53
H: 0.45 -2.43 1.36
H: -3.31 -1.23 2.20
H: 0.12 2.47 0.98
H: 0.45 3.13 3.86
H: 4.00 1.70 0.21
H: 1.08 2.24 2.71
H: 2.72 0.89 -1.15
H: 1.45 1.21 -0.32
H: -1.23 4.21 0.52
H: 0.09 -3.58 -2.63
H: -2.42 -1.51 -0.59
H: 1.07 -1.52 -1.74
H: -2.54 0.09 2.28
H: -0.91 -2.15 -0.18
H: 4.69 0.45 -0.35
H: -1.73 -1.81 -2.71
H: -1.82 1.85 -2.44



no.,strongest force on any atom (eV Å⁻¹)
1,1.32
2,3.04